Record 1
90
Properties=species:S:1:pos:R:3:forces:R:3:lowdin_spin:R:1 method="wB97M-V/def2-TZVPD" charge=0 s2=2.046 lumo_ha="-0.0428 / -0.0470" multiplicity=3 homo_ev="-5.778 / -7.765"
Mo -0.252878 -0.159896 0.049495 -0.1883 0.1238 -0.5086 0.848
Br 6.943539 -1.280464 1.309244 0.0146 0.0037 0.0013 -0.006
Br -2.298154 -6.807982 -0.595336 -0.0033 -0.0071 -0.0032 -0.001
Br -1.059112 -6.107514 -3.590386 -0.0002 0.0006 -0.0045 0.003
Br -0.091766 -2.976538 -4.243473 0.0772 0.0491 -0.0243 0.000
Br -2.513692 -4.340035 1.671210 0.0035 -0.0082 -0.0084 0.003
O -3.413901 4.034409 -4.116756 -0.0066 0.0006 -0.0044 0.000
O -1.345017 -1.784758 0.529670 -0.1333 0.0293 -0.1310 0.060
O 1.698384 -0.743792 -5.642883 -0.0225 -0.0515 -0.0698 0.000
O -0.741197 4.023976 -0.492416 0.0150 -0.0548 -0.0059 0.000
O -0.360181 -1.239952 -1.730037 0.0870 -0.0517 0.0645 0.021
O 1.422742 0.719777 -0.901108 -0.0835 -0.0561 -0.1053 0.020
O -2.112669 4.945994 -2.551420 -0.0401 -0.0055 -0.0544 0.000
O 1.073864 -1.597801 0.190942 0.0262 -0.1371 0.3138 0.030
O -0.386079 1.971278 0.320753 -0.0716 0.0833 0.0764 0.002
N 3.285698 0.305232 -3.328767 -0.0710 0.0682 -0.0437 0.002
N -3.046418 1.473280 -3.084479 0.0062 0.0039 0.0393 0.002
N -1.801965 0.778858 -1.439970 0.1291 0.0093 0.1918 0.000
N -1.937767 0.368486 1.402669 0.0907 -0.0212 0.1090 -0.014
N 0.598748 0.193471 1.975126 0.0925 -0.0183 0.2477 0.122
C 3.541179 2.846148 1.155389 0.0352 0.0351 -0.0217 0.002
C -1.566986 0.935567 2.575276 0.0167 -0.0100 -0.0188 -0.003
C 3.724280 1.183297 -1.034269 -0.0451 0.0710 0.0357 0.002
C 2.373476 -1.527943 0.441252 -0.0563 0.0354 -0.1520 0.076
C 1.719731 2.176067 -3.341960 -0.0045 -0.0109 -0.0068 0.000
C -0.888586 2.801617 -0.512180 0.0418 -0.0340 0.0034 0.001
C 3.268768 -2.229583 -0.355698 0.0340 0.0085 0.0015 -0.005
C -0.179747 0.893245 2.878462 0.0096 -0.0483 -0.0285 0.011
C 0.321806 1.080062 -5.438231 0.0179 -0.0078 0.0135 0.000
C -1.271336 -2.806646 -0.308845 0.0563 -0.0081 0.0249 -0.001
C -2.623310 0.387917 -2.402751 0.0161 -0.0332 -0.0678 0.004
C -0.706915 2.128365 4.901122 0.0478 -0.0035 -0.0010 -0.002
C -1.150877 -4.780970 -2.253645 -0.0041 -0.0239 0.0169 0.013
C 2.111614 0.934110 -3.845157 0.0415 0.0327 0.0485 0.000
C 2.826591 -1.574716 -5.452795 -0.0295 -0.0145 0.0228 0.000
C -3.084270 -0.983703 -2.728566 -0.0385 -0.0043 0.0018 0.000
C -2.047538 2.117259 4.642110 -0.0359 -0.0037 -0.0118 0.062
C 2.437211 1.392042 -0.444031 0.0508 -0.0184 0.0619 0.007
C 1.430817 0.391311 -4.940468 -0.0643 -0.0057 0.0069 0.000
C 5.075499 -1.416928 0.990342 -0.0212 -0.0175 -0.0163 -0.003
C 3.975162 0.482648 -2.226253 0.1032 -0.0772 -0.0130 0.005
C -1.756327 -4.071519 -0.030294 0.0031 0.0021 0.0031 0.013
C -0.073458 2.291347 -4.913822 -0.0350 -0.0025 -0.0331 0.000
C 2.819073 -0.770782 1.541598 0.0291 -0.0609 0.0474 0.036
C 4.205461 -0.738994 1.808310 -0.0237 -0.0048 0.0250 0.083
C -0.681832 -3.492210 -2.531775 0.0271 0.0561 0.0159 0.002
C 0.644588 2.858516 -3.865817 0.0117 -0.0061 0.0253 0.000
C 4.818936 2.505937 0.676529 -0.0420 -0.0015 0.0069 0.001
C -1.679964 -5.075889 -1.000895 0.0045 0.0162 -0.0095 0.001
C -3.212591 0.235986 1.110130 -0.0383 0.0304 -0.0032 0.028
C -3.865416 1.392973 3.092592 -0.0116 0.0172 0.0205 0.023
C 1.895146 -0.054871 2.324066 -0.0765 0.0437 -0.0360 0.325
C 4.630554 -2.175836 -0.092268 0.0049 -0.0004 0.0025 0.101
C 0.230942 1.518984 4.044529 -0.0232 -0.0050 0.0129 0.072
C -1.717881 2.136991 -1.520617 -0.0143 0.0261 0.0281 0.002
C 4.896766 1.669207 -0.396652 -0.0044 0.0020 0.0067 0.004
C -2.717190 3.930757 -3.134893 0.0348 0.0406 -0.0346 0.000
C -2.509081 1.497436 3.455197 -0.0129 0.0022 0.0178 -0.002
C 2.390963 2.309938 0.635195 0.0463 0.0455 -0.0086 0.004
C -4.217941 0.743363 1.940338 -0.0012 -0.0235 -0.0321 -0.004
C -0.710511 -2.503072 -1.559579 0.0077 -0.0283 -0.0335 0.006
C -2.479826 2.597399 -2.544225 -0.0720 -0.0350 -0.0396 0.000
H 2.294477 2.624090 -2.545623 -0.0022 -0.0031 0.0071 0.000
H 3.776770 -0.250027 -4.006980 -0.0117 -0.0260 0.0007 0.000
H 0.371499 3.824587 -3.460648 0.0150 -0.0183 -0.0147 0.000
H 3.759362 -1.049007 -5.691930 -0.0048 -0.0071 -0.0123 0.000
H -2.758582 2.572094 5.318936 0.0051 -0.0053 -0.0059 0.003
H -4.114879 -0.955512 -3.083234 0.0071 0.0043 -0.0254 0.000
H 2.258117 0.372582 3.246171 0.0433 0.0497 -0.0239 0.021
H 1.272753 1.556136 4.321687 -0.0076 -0.0003 0.0287 0.007
H -3.450255 -0.288278 0.197161 -0.0058 -0.0030 -0.0028 0.001
H -0.342062 2.609837 5.799652 0.0054 -0.0040 -0.0043 -0.002
H 5.337132 -2.725069 -0.699934 -0.0019 0.0028 0.0074 0.007
H 2.850266 -2.013531 -4.452904 0.0050 0.0107 -0.0022 0.000
H -5.252109 0.617535 1.653294 0.0053 0.0025 0.0040 -0.001
H -0.198010 0.630211 -6.273810 -0.0006 0.0008 0.0062 0.000
H -1.577401 4.659948 -1.751689 0.0043 0.0242 0.0701 0.000
H 5.861118 1.383371 -0.802145 -0.0106 0.0137 0.0026 0.000
H 3.454018 3.536578 1.986386 0.0040 -0.0094 0.0058 0.000
H -3.673466 1.493153 -3.874378 -0.0157 -0.0027 -0.0152 0.000
H 2.874835 -2.822299 -1.172855 -0.0011 0.0075 0.0004 -0.003
H -4.621614 1.815155 3.743505 0.0092 -0.0034 -0.0021 0.001
H 2.717461 -2.382714 -6.170766 -0.0086 -0.0036 -0.0067 0.000
H -0.928006 2.807246 -5.337072 0.0263 -0.0145 0.0180 0.000
H 4.578042 -0.149802 2.636618 0.0009 -0.0058 -0.0036 0.003
H 4.967851 0.046468 -2.296412 -0.0059 -0.0035 0.0008 0.001
H -3.031244 -1.628253 -1.854524 -0.0253 0.0250 -0.0006 0.000
H 5.711656 2.894409 1.145288 -0.0013 0.0078 -0.0020 0.000
H 1.435339 2.559344 1.063758 0.0606 0.0170 -0.0025 0.000
H -2.453729 -1.422712 -3.503381 0.0048 0.0080 0.0106 0.000

***

Record 2
84
Properties=species:S:1:pos:R:3:forces:R:3:lowdin_spin:R:1 method="wB97M-V/def2-TZVPD" e_above_lowest_kj_mol=0.0 charge=+1 s2=6.142 lumo_ha="-0.1747 / -0.1212" multiplicity=5 homo_ev="-10.714 / -10.807"
Mn -1.106616 0.651812 1.284601 0.0826 0.2197 0.0164 3.946
Cl -7.614368 2.075393 -1.300749 0.0008 0.0080 0.0005 0.002
Cl -7.844926 -0.038802 0.976148 0.0144 0.0012 0.0081 -0.001
Cl -5.272785 -1.138851 2.358547 -0.0040 -0.0008 0.0050 0.002
Cl -2.240764 1.929043 -0.794327 -0.1782 -0.1057 0.0150 0.045
Cl -4.780713 3.085323 -2.176780 0.0043 -0.0011 -0.0074 0.001
S 1.153181 0.706739 2.220004 -0.1798 -0.0329 0.1143 -0.026
P -0.486399 -1.662012 1.121314 0.0382 0.1577 0.0367 -0.062
P 1.216394 1.286171 -0.861980 -0.0369 0.1667 0.0299 0.031
O -0.401040 3.047644 1.414327 -0.1424 0.0002 0.2448 0.044
O -1.775631 2.011105 2.580541 0.0153 0.0978 0.0586 0.011
O 1.113884 0.734033 3.683065 0.1067 0.0253 0.0696 -0.020
O -2.798168 -0.114378 1.219266 -0.0127 -0.0949 -0.1179 0.044
N -1.206084 3.125796 2.341525 0.1152 -0.1104 -0.1795 0.006
C 3.233555 3.184184 -0.163235 -0.0186 0.0172 -0.0161 0.001
C -1.298872 -3.822284 -0.427133 -0.0112 0.0017 -0.0230 -0.003
C 1.309718 -1.824513 1.226386 0.0100 -0.2014 0.0577 -0.009
C -6.300420 0.506188 0.470823 0.0152 -0.0076 0.0063 -0.002
C 2.958354 2.682581 2.570196 -0.0285 0.0617 -0.0862 -0.001
C 3.998846 3.883085 0.761092 -0.0141 -0.0192 0.0421 -0.001
C 0.227266 3.874954 -1.390994 0.0593 0.0534 -0.0276 0.001
C -0.966399 4.431565 -3.405987 -0.0077 -0.0046 -0.0211 0.001
C -1.040703 -2.451858 -0.388249 0.0135 -0.0790 0.0057 -0.006
C -5.156073 -0.001557 1.077552 -0.0896 0.0439 -0.0188 0.005
C -2.987484 -3.560950 3.677933 0.0060 -0.0002 0.0017 0.001
C 2.323104 2.221685 0.256559 0.0494 0.0694 -0.0337 0.001
C -3.816960 1.382499 -0.328408 -0.0383 0.0300 -0.0894 0.009
C -3.883816 0.416643 0.670394 -0.0820 0.0005 0.0549 0.004
C 1.972122 -3.002154 0.887936 -0.0399 0.0137 0.0016 -0.003
C -0.026024 2.238203 -3.138389 -0.0025 0.0016 0.0116 0.001
C 0.463705 2.592219 -1.877179 0.0437 0.0152 -0.1775 0.001
C -0.734190 3.152778 -3.898350 0.0017 0.0241 0.0048 0.000
C -1.140864 -2.507420 2.559804 -0.0448 -0.1259 -0.0649 -0.006
C 2.225110 1.991778 1.620948 0.1168 -0.0657 0.1362 -0.004
C -6.202908 1.458813 -0.546971 -0.0186 -0.0130 -0.0027 0.007
C 3.518886 -1.527367 -2.702355 -0.0181 0.0007 0.0046 0.000
C -1.786522 -3.647221 -2.773680 -0.0097 0.0083 -0.0283 -0.002
C 4.186952 -0.816291 -3.686407 0.0131 -0.0347 -0.0069 0.000
C 3.428942 -0.802076 1.801894 -0.0140 -0.0029 -0.0336 -0.001
C 4.076628 -1.976478 1.456306 0.0122 -0.0215 0.0183 -0.001
C 2.374913 0.487365 -2.017647 0.0355 -0.1739 -0.0160 0.007
C 3.946379 0.542770 -3.846005 -0.0005 0.0167 -0.0014 0.000
C -0.361691 -2.638475 3.710794 -0.0115 0.0274 0.0316 -0.007
C -1.532672 -2.282741 -2.735366 -0.0030 -0.0027 0.0063 0.000
C -1.670785 -4.415801 -1.623459 0.0153 0.0035 0.0165 0.000
C -2.459806 -2.962381 2.546915 0.0145 -0.0171 -0.0079 -0.008
C -0.484747 4.788711 -2.156698 0.0096 0.0148 -0.0067 0.000
C 3.855406 3.643097 2.121448 0.0068 -0.0039 0.0170 0.000
C 3.044755 1.191921 -3.019349 0.0124 0.0220 0.0486 0.002
C 3.350728 -3.072525 1.002127 0.0324 -0.0027 0.0111 0.000
C 2.612728 -0.877958 -1.875290 -0.0439 0.0432 -0.0187 0.001
C -1.160597 -1.682178 -1.543709 -0.0283 -0.0120 -0.0468 0.000
C -4.947663 1.904694 -0.942694 0.0253 -0.0182 0.0413 -0.001
C -2.211086 -3.695356 4.820853 -0.0124 -0.0020 0.0107 -0.009
C 2.047439 -0.742159 1.678387 0.1453 0.0138 -0.0123 -0.004
C -0.902785 -3.231874 4.838871 0.0114 0.0013 -0.0035 0.000
H 0.656802 -2.272835 3.738472 0.0082 0.0004 -0.0089 0.000
H -0.301461 -3.330951 5.732345 -0.0042 0.0006 -0.0037 0.000
H 4.460516 1.096611 -4.620611 -0.0075 -0.0007 0.0035 0.000
H 2.812157 2.480320 3.623332 0.0134 -0.0207 -0.0120 0.000
H 2.077067 -1.440115 -1.121065 0.0302 0.0334 -0.0767 0.000
H -3.071815 -2.841954 1.663254 0.0229 -0.0026 0.0164 0.000
H 1.411576 -3.851319 0.516238 0.0030 -0.0027 0.0223 0.000
H -1.225548 -4.420300 0.472921 0.0050 0.0071 0.0047 0.000
H 3.332587 3.403484 -1.218299 0.0151 0.0048 0.0034 0.000
H -2.628934 -4.160276 5.704117 0.0022 0.0018 -0.0068 0.000
H 3.692302 -2.589310 -2.582439 0.0027 0.0032 -0.0078 0.000
H 4.887597 -1.320999 -4.338711 0.0023 0.0078 0.0070 0.000
H 0.146788 1.241994 -3.531002 0.0181 -0.0041 0.0112 0.000
H -1.107271 2.869220 -4.873829 0.0054 0.0007 0.0049 0.000
H 3.866516 -3.984941 0.733407 -0.0084 0.0021 0.0013 0.000
H -1.874854 -5.477716 -1.655383 -0.0037 0.0078 -0.0013 0.000
H 3.989882 0.056861 2.147440 -0.0112 -0.0113 0.0080 0.000
H 0.574791 4.163786 -0.409171 0.0143 -0.0003 -0.0246 0.000
H -4.009400 -3.916414 3.668626 0.0043 0.0001 -0.0029 0.000
H -1.633788 -1.684186 -3.631017 0.0010 -0.0048 0.0021 0.000
H -0.664996 5.782067 -1.766973 -0.0007 -0.0043 -0.0095 0.000
H 2.850365 2.247068 -3.163884 -0.0107 0.0013 -0.0250 0.000
H 5.153446 -2.037389 1.540232 -0.0076 -0.0009 -0.0118 0.000
H -0.972001 -0.614715 -1.515538 -0.0159 -0.0150 0.0192 0.001
H -1.519663 5.147747 -3.999440 -0.0033 -0.0075 0.0098 0.000
H -2.084805 -4.112634 -3.703972 0.0050 -0.0009 0.0084 0.000
H 4.439736 4.205087 2.837654 0.0003 -0.0044 -0.0096 0.000
H 4.703974 4.628676 0.418126 -0.0156 0.0018 -0.0013 0.000